[1]
Formula: C4H7NO2P
Source: OMol25
Level of theory: ωB97M-V/def2-TZVPD

Element x y z (Å)
O 1.728 -0.158 -1.667
C 1.290 0.728 -1.015
C 0.551 0.645 0.313
O 1.312 0.795 1.331
C -0.974 1.148 0.280
C -1.308 -0.255 0.117
N -0.190 -0.912 0.114
P 0.302 -2.496 0.126
H 1.485 1.793 -1.233
H 0.804 0.983 2.100
H -1.190 1.887 -0.487
H -1.278 1.633 1.268
H -2.280 -0.708 -0.031
H 0.849 -2.316 -1.208
H -1.101 -2.767 -0.007

Forces on atoms 1 to 2 (eV/Å):
O -0.3 -0.7 0.0
C 0.9 2.1 0.5

Total charge: +1
HOMO, eV: -14.3
Structure (SMILES): O=C[C@@]1(O)CC=[N+]1P
Relative energy (zero: lowest compared OMol25 entry of this formula, charge and spin), kJ/mol: 81.0
Frontier orbital gap, eV: 9.5

Let us look at the Mulliken charges, expressed in e, one per atom:
1. O -0.350
2. C -0.230
3. C 0.765
4. O -0.407
5. C -0.792
6. C 0.121
7. N -0.039
8. P -0.057
9. H 0.344
10. H 0.356
11. H 0.317
12. H 0.315
13. H 0.413
14. H 0.156
15. H 0.087

=====

[2]
Formula: C4H7NO2S
Source: OMol25
Level of theory: ωB97M-V/def2-TZVPD

Element x y z (Å)
O 1.276 1.132 1.391
C 0.496 0.247 0.987
C 0.393 -0.047 -0.496
C 0.710 1.182 -1.370
S -0.011 1.019 -3.085
N -0.219 -0.499 1.837
C -1.094 -1.683 1.515
O -1.589 -2.206 2.639
H 1.046 -0.889 -0.733
H -0.595 -0.357 -0.798
H 0.348 2.047 -0.858
H 1.762 1.286 -1.613
H -0.157 -0.360 2.833
H -0.444 -2.372 0.918
H -1.875 -1.317 0.814

Forces on atoms 1 to 2 (eV/Å):
O -0.2 0.0 0.0
C 0.7 0.3 0.6

Total charge: -2
HOMO, eV: 0.2
Structure (SMILES): O=C(CC[S-])NC[O-]
Relative energy (zero: lowest compared OMol25 entry of this formula, charge and spin), kJ/mol: 146.5
Frontier orbital gap, eV: 5.9

Let us look at the Mulliken charges, expressed in e, one per atom:
1. O -0.759
2. C 0.410
3. C -0.314
4. C -0.718
5. S -0.795
6. N -0.038
7. C -0.266
8. O -0.909
9. H 0.227
10. H 0.263
11. H 0.258
12. H 0.197
13. H 0.227
14. H 0.103
15. H 0.115

=====

[3]
Formula: C4H7NO2S
Source: OMol25
Level of theory: ωB97M-V/def2-TZVPD

Element x y z (Å)
C -1.100 0.049 -0.646
C -0.115 -0.169 0.443
C -1.193 1.362 -1.287
C 0.545 -1.572 0.424
N 0.910 0.865 0.397
O -0.372 0.481 -1.851
O 1.358 -1.592 1.590
S 0.396 2.513 0.665
H -1.871 -0.556 -1.010
H -0.565 0.065 1.541
H -1.853 2.158 -1.677
H 1.205 -1.576 -0.382
H -0.207 -2.282 0.281
H 1.355 1.027 -0.506
H 1.508 -0.773 2.020

Forces on atoms 1 to 2 (eV/Å):
C 0.0 2.2 -1.1
C -0.4 0.7 3.0

HOMO (spin up / spin down), eV: -8.5 / -8.3
Relative energy (zero: lowest compared OMol25 entry of this formula, charge and spin), kJ/mol: 594.2
Frontier orbital gap (spin up / spin down), eV: 8.5 / 7.4

Let us look at the Mulliken charges, expressed in e, one per atom:
1. C 0.009
2. C 0.179
3. C -0.527
4. C -0.478
5. N -0.541
6. O -0.389
7. O -0.537
8. S -0.171
9. H 0.479
10. H 0.334
11. H 0.313
12. H 0.285
13. H 0.386
14. H 0.331
15. H 0.328

=====

[4]
Formula: C4H7NO2S
Source: OMol25
Level of theory: ωB97M-V/def2-TZVPD

Element x y z (Å)
C 1.146 0.481 1.898
C 0.643 0.378 0.462
N 1.022 1.388 -0.233
O 0.619 1.295 -1.561
C -0.287 -0.753 0.049
S -0.324 -2.192 0.892
C -1.166 -0.583 -1.151
O -2.277 -1.430 -1.224
H 1.740 1.419 1.910
H 1.725 -0.345 2.215
H 0.313 0.675 2.628
H 1.015 2.085 -2.023
H -0.541 -0.757 -2.033
H -1.527 0.519 -1.211
H -2.101 -2.179 -0.617

Forces on atoms 1 to 2 (eV/Å):
C -1.2 2.0 -0.1
C -0.3 -0.1 0.9

HOMO, eV: -9.4
Structure (SMILES): C/C(=N/O)C(=S)CO
Relative energy (zero: lowest compared OMol25 entry of this formula, charge and spin), kJ/mol: 344.6
Frontier orbital gap, eV: 8.3

Let us look at the Mulliken charges, expressed in e, one per atom:
1. C -1.113
2. C 0.492
3. N -0.436
4. O -0.351
5. C 0.356
6. S -0.314
7. C -0.273
8. O -0.464
9. H 0.345
10. H 0.343
11. H 0.256
12. H 0.343
13. H 0.258
14. H 0.280
15. H 0.277

=====

[5]
Formula: C4H7NO2S
Source: OMol25
Level of theory: ωB97M-V/def2-TZVPD

Element x y z (Å)
C 0.660 -1.175 -0.494
C -4.168 -0.600 -0.083
C 2.576 0.104 0.013
C 0.400 1.001 0.375
N 1.129 -0.016 -0.091
O -3.537 -1.551 -0.178
O -4.814 0.340 0.011
S -1.328 1.064 0.066
H -0.393 -1.316 -0.628
H 1.327 -2.009 -0.584
H 3.011 0.159 -0.985
H 2.983 -0.769 0.525
H 2.836 1.002 0.568
H 0.984 2.261 0.200
H -1.665 1.504 1.283

Forces on atoms 1 to 2 (eV/Å):
C 0.0 -0.4 -0.3
C 0.1 -0.3 0.0

HOMO, eV: -7.0
Relative energy (zero: lowest compared OMol25 entry of this formula, charge and spin), kJ/mol: 350.3
Frontier orbital gap, eV: 7.8

Let us look at the Mulliken charges, expressed in e, one per atom:
1. C -0.399
2. C 0.725
3. C -1.015
4. C -0.192
5. N 0.161
6. O -0.358
7. O -0.367
8. S -0.289
9. H 0.167
10. H 0.232
11. H 0.343
12. H 0.346
13. H 0.360
14. H 0.123
15. H 0.163

=====

[6]
Formula: C4H7NO2S
Source: OMol25
Level of theory: ωB97M-V/def2-TZVPD

Element x y z (Å)
C 1.767 1.735 0.159
C 1.428 0.622 1.139
N 0.299 0.055 1.246
O -0.536 0.478 0.177
C -1.733 -0.270 -0.060
C -1.421 -1.629 -0.644
O -0.234 -1.721 -1.180
S -2.579 -2.789 -0.702
H 2.819 2.030 0.312
H 1.744 1.288 -0.879
H 1.029 2.534 0.310
H 2.181 0.259 1.823
H -2.342 -0.354 0.851
H -2.244 0.307 -0.837
H -0.178 -2.545 -1.717

Forces on atoms 1 to 2 (eV/Å):
C 0.5 -1.5 -0.4
C 0.0 0.6 -0.4

HOMO, eV: -9.0
Structure (SMILES): C/C=N\OCC(O)=S
Relative energy (zero: lowest compared OMol25 entry of this formula, charge and spin), kJ/mol: 318.9
Frontier orbital gap, eV: 9.3

Let us look at the Mulliken charges, expressed in e, one per atom:
1. C -0.728
2. C 0.020
3. N -0.554
4. O -0.140
5. C -0.335
6. C 0.278
7. O -0.374
8. S -0.284
9. H 0.309
10. H 0.220
11. H 0.253
12. H 0.416
13. H 0.312
14. H 0.241
15. H 0.365